1.
A cluster of 2 separate species, C3H10OS in total at a distorted geometry. Source: OMol25; level of theory: the ωB97M-V functional and the def2-TZVPD basis.

The value obtained for the total energy is -593.67320 Eh. As for the net charge: 0. For the LUMO energy, the calculation gives 0.6 eV. Its structure (SMILES) is CCCS.O. Its HOMO-LUMO gap is 9.7 eV. The calculation puts the energy above the lowest of the compared OMol25 structures with the same formula, charge and spin at 27.6 kcal/mol.

Element x y z (Å)
C  1.82895  -0.44332  -1.69102
C  0.69687  -0.67307  -0.69457
C  -0.52936  0.00165  -1.19994
S  -1.99575  -0.41104  -0.19771
H  2.66210  -1.02286  -1.26756
H  2.25266  0.46047  -2.00484
H  1.54226  -1.13598  -2.52863
H  0.44629  -1.68899  -0.48227
H  1.08294  -0.05015  0.07257
H  -0.83486  -0.18677  -2.23774
H  -0.38057  1.13221  -0.97551
H  -2.13893  0.44282  0.84572
O  -1.81599  1.50698  4.24985
H  -1.81698  0.90639  3.46302
H  -0.99964  1.16166  4.64863

Quick look at the natural (NBO) charges, all values in e: -0.62, -0.42, -0.50, -0.09, 0.21, 0.22, 0.20, 0.22, 0.21, 0.23, 0.22, 0.12, -0.92, 0.46, 0.46

=====

2.
A cluster of 3 separate species, C3H10OS2 in total at a distorted geometry. Source: OMol25; level of theory: the ωB97M-V functional and the def2-TZVPD basis.

The value obtained for the total energy is -991.86869 Eh. As for the multiplicity: 2. As for the net charge: -1. For the LUMO energy (spin up / spin down), the calculation gives 3.2 / 1.1 eV. Its HOMO-LUMO gap (spin up / spin down) is 6.4 / 4.0 eV. The calculation puts the energy above the lowest of the compared OMol25 structures with the same formula, charge and spin at 37.1 kcal/mol.

Element x y z (Å)
C  -0.79110  -0.50551  -1.58133
C  -1.49252  -0.80538  -0.27232
S  -2.35306  0.51860  0.55653
S  2.04244  -0.87387  -0.33286
C  1.88231  0.88778  -0.01566
H  -0.02784  -1.20592  -1.83037
H  -0.23322  0.40789  -1.18355
H  -1.49106  -0.20561  -2.41348
H  -2.24253  -1.64810  -0.47413
H  -0.65056  -1.15003  0.33890
H  2.40156  1.29145  0.97179
H  2.27709  1.53423  -0.77613
H  0.87376  1.27527  0.21360
H  -0.73642  0.10009  1.82549
H  0.66356  0.42571  2.32515
O  -0.12242  -0.04662  2.64835

Quick look at the natural (NBO) charges, all values in e: -0.63, -0.55, -0.57, 0.05, -0.84, 0.19, 0.20, 0.19, 0.17, 0.19, 0.21, 0.21, 0.27, 0.48, 0.44, -1.00

=====

3.
A cluster of 2 separate species, C3H10OS2 in total at a distorted geometry. Source: OMol25; level of theory: the ωB97M-V functional and the def2-TZVPD basis.

The value obtained for the total energy is -991.88475 Eh. As for the net charge: 0. For the LUMO energy, the calculation gives 0.7 eV. Its structure (SMILES) is CCO.CSS. Its HOMO-LUMO gap is 9.3 eV. The calculation puts the energy above the lowest of the compared OMol25 structures with the same formula, charge and spin at 16.9 kcal/mol.

Element x y z (Å)
C  -0.41851  1.95262  1.85253
C  -0.77820  1.16864  0.59698
O  -0.23416  1.70652  -0.58282
H  0.63181  2.24831  1.76266
H  -0.62972  1.48904  2.81030
H  -0.92299  2.92314  1.88193
H  -0.32471  0.18922  0.75676
H  -1.85720  0.99995  0.46819
H  -0.51441  2.62802  -0.66149
C  1.24515  -1.29493  -1.35399
S  0.03258  -2.15253  -0.26749
S  -0.56502  -3.58489  -1.63976
H  2.07958  -1.98055  -1.53200
H  0.74757  -1.13679  -2.29946
H  1.62096  -0.46541  -0.76566
H  -0.11272  -4.69035  -1.02666

Quick look at the natural (NBO) charges, all values in e: -0.64, -0.06, -0.72, 0.21, 0.22, 0.19, 0.17, 0.16, 0.46, -0.72, 0.06, -0.15, 0.21, 0.23, 0.23, 0.13

=====

> Number 2 is which compound?

C3H10OS2

=====

> Which value of net charge does entry 2 give?

-1